[1]
ORCA calculation (wB97M-V/def2-TZVPD) on a cluster of 2 separate species, C2H9BN in total in a non-equilibrium geometry.

Summary:
net charge: +1
HOMO-LUMO gap: 10.62 eV
multiplicity: 1

Cartesian coordinates (Å):
1 N -1.702 -0.064 -0.002
2 C 1.218 0.012 -0.488
3 C 0.724 1.241 -0.192
4 B 1.816 -1.039 0.542
5 H 0.577 1.909 -0.947
6 H 1.063 1.739 0.716
7 H -2.483 0.476 0.392
8 H -0.337 0.584 -0.083
9 H 1.107 -1.780 1.092
10 H -1.595 -0.827 0.689
11 H -2.187 -0.530 -0.756
12 H 2.868 -0.991 0.698
13 H 0.896 -0.257 -1.501

[2]
ORCA calculation (wB97M-V/def2-TZVPD) on a structure of composition C8H17O3OsP2 in a non-equilibrium geometry.

Summary:
net charge: +1
HOMO-LUMO gap (alpha / beta): 5.94 / 6.71 eV
multiplicity: 5

Cartesian coordinates (Å):
1 Os 0.495 0.820 -0.646
2 P -0.481 -0.840 0.690
3 P -1.744 0.826 -1.512
4 O -0.682 -0.363 2.198
5 O -1.946 -1.542 0.403
6 O 0.480 -2.132 0.805
7 C 2.811 2.345 -0.680
8 C 1.842 3.124 -1.286
9 C -2.657 -2.210 1.483
10 C 1.867 0.397 -1.807
11 C 0.429 -3.104 -0.281
12 C 2.562 0.925 -0.652
13 C 0.734 2.416 -1.771
14 C -0.182 0.882 2.684
15 H -1.039 1.409 3.116
16 H 0.533 0.619 3.474
17 H -2.046 -2.963 2.008
18 H 1.889 4.225 -1.350
19 H 2.170 -0.449 -2.435
20 H -3.487 -2.710 0.985
21 H -2.811 1.103 -0.626
22 H -3.057 -1.495 2.221
23 H 0.020 -4.037 0.134
24 H -0.196 -2.798 -1.144
25 H 3.737 2.754 -0.231
26 H -0.050 2.917 -2.371
27 H 3.175 0.268 -0.012
28 H -2.169 -0.398 -2.074
29 H 0.295 1.491 1.895
30 H -1.958 1.737 -2.596
31 H 1.466 -3.219 -0.622

Calculated ΔE to the lowest compared entry with this formula, charge and spin (kcal per mole), listed in the same order as above: 54.4, 11.4
Calculated total energy (eV), listed in the same order as above: -4376.3378, -35745.8736